ORCA calculation (wB97M-V/def2-TZVPD) on a cluster of 6 separate species, C24H40BINO16 in total.

CARTESIAN COORDINATES (ANGSTROEM)
C  4.4415  3.5290  1.1016
C  5.5636  2.3195  0.8693
C  5.4137  1.5809  -0.5884
I  7.4286  0.8320  -1.1854
B  4.3967  0.2547  -0.5653
C  2.8013  0.7672  -0.6003
C  2.2662  0.6704  0.9460
N  0.8584  1.1717  1.1735
C  0.2525  0.6793  2.4671
C  1.1620  0.9237  3.8073
C  0.7211  2.6651  0.9823
C  0.5500  3.3705  -0.5248
O  0.6787  3.5535  2.0140
H  4.8778  4.6042  0.9472
H  3.5007  3.3470  0.3900
H  3.9944  3.4558  2.2059
H  6.6179  2.8688  0.9192
H  5.5754  1.5386  1.7717
H  5.0938  2.3815  -1.4046
H  4.5162  -0.3895  0.4144
H  4.5826  -0.3840  -1.5403
H  2.8309  1.8493  -1.0454
H  2.1985  0.0510  -1.3293
H  2.2580  -0.4883  1.2235
H  3.0764  1.1575  1.6495
H  -0.8157  1.1883  2.6246
H  0.1221  -0.5029  2.3656
H  0.5431  1.6780  4.4956
H  1.3386  -0.0304  4.4674
H  2.1978  1.4363  3.6260
H  1.5165  4.0355  -0.6919
H  -0.3671  4.1076  -0.4577
H  0.4788  2.5864  -1.3910
C  -0.5605  -1.4844  -0.7011
C  -1.4030  -2.4142  0.1104
O  -1.9421  -3.2939  -0.8580
C  -1.0962  -3.2714  -1.9292
O  -1.1629  -4.0380  -2.8756
O  -0.1659  -2.2805  -1.8026
H  0.3128  -1.1252  -0.1497
H  -1.1263  -0.6233  -1.0720
H  -0.8130  -2.9955  0.8268
H  -2.2001  -1.8924  0.6470
C  -1.0082  6.9720  -3.3733
C  -1.4349  7.5214  -2.0508
O  -2.4137  6.5973  -1.6150
C  -2.1599  5.4187  -2.2554
O  -2.7039  4.3597  -1.9903
O  -1.2178  5.5797  -3.2300
H  0.0413  7.1854  -3.5939
H  -1.6274  7.3396  -4.1983
H  -0.6173  7.5404  -1.3225
H  -1.8595  8.5255  -2.1347
C  -4.2114  -6.1514  -0.9321
C  -3.7306  -7.1416  0.0785
O  -4.3278  -6.6952  1.2811
C  -5.4290  -5.9680  0.9313
O  -6.2737  -5.5754  1.7188
O  -5.4620  -5.7388  -0.4140
H  -4.3300  -6.5939  -1.9250
H  -3.5547  -5.2783  -1.0076
H  -4.0790  -8.1579  -0.1334
H  -2.6408  -7.1505  0.1666
C  5.7189  3.0503  -5.6971
C  6.1996  2.0601  -4.6865
O  5.6024  2.5065  -3.4839
C  4.5012  3.2336  -3.8337
O  3.6566  3.6263  -3.0462
O  4.4682  3.4629  -5.1790
H  5.6002  2.6078  -6.6900
H  6.3756  3.9233  -5.7726
H  5.8513  1.0437  -4.8984
H  7.2895  2.0512  -4.5984
C  -8.4313  -6.7551  4.7924
C  -7.0695  -6.2113  4.5047
O  -6.7443  -5.5059  5.6874
C  -7.4921  -6.0492  6.6920
O  -7.3419  -5.7974  7.8759
O  -8.4288  -6.9112  6.1990
H  -8.6106  -7.7130  4.2964
H  -9.2277  -6.0563  4.5158
H  -6.3279  -7.0020  4.3492
H  -7.0627  -5.5425  3.6397

As for the net charge: -1. The frontier orbital gap is 0.2521 hartree. Its electronic energy is -2519.5563 Eh. As for the highest occupied orbital energy: -5.075 eV. The value obtained for the LUMO energy is 0.0656 hartree.

Mulliken atomic charge list, values in e, 5 entries: atom 1 (C): -0.5209, atom 2 (C): -0.4554, atom 3 (C): -0.3121, atom 4 (I): -0.2686, atom 5 (B): 0.7260